## i
The following is a DFT calculation (the ωB97M-V functional and the def2-TZVPD basis) of C6H7N5O as an isolated structure.

Geometry as ORCA input:
```
! RIJCOSX wB97M-V def2-TZVPD def2/J DEFGRID3
* xyz 0 1
C -1.05 2.91 1.09
C -2.04 1.71 0.87
C -0.50 0.21 0.35
C 0.66 -0.88 1.81
C 1.11 -1.31 -0.32
C 0.99 -1.10 -2.43
H -0.24 2.99 0.05
H -0.26 2.86 2.06
H -1.75 4.08 1.22
H -3.03 1.92 0.19
H -2.33 1.02 1.65
H 0.70 -0.99 2.95
H 1.23 -1.22 -3.38
N -0.35 -0.09 1.52
N 1.48 -1.60 0.96
N 1.69 -1.69 -1.47
N 0.03 -0.29 -1.95
N 0.33 -0.25 -0.71
O -1.45 0.94 -0.18
*
```

Calculated values
* HOMO-LUMO gap: 9.217 eV

***

## ii
The following is a DFT calculation (the ωB97M-V functional and the def2-TZVPD basis) of a single C6H7N5O molecule.

Geometry as ORCA input:
```
! RIJCOSX wB97M-V def2-TZVPD def2/J DEFGRID3
* xyz 0 1
C 1.62 -1.43 3.42
O 0.82 -0.40 2.88
C 0.96 -0.40 1.45
N 1.83 -1.12 0.80
N 1.65 -1.13 -0.51
C 0.48 -0.28 -0.73
N 0.01 -0.07 -1.87
N -1.04 0.64 -1.89
C -1.63 1.05 -3.16
C -1.56 1.17 -0.61
N -1.10 0.97 0.47
C -0.02 0.11 0.55
H 1.49 -1.14 4.69
H 2.60 -1.13 3.00
H 1.49 -2.48 2.82
H -1.81 0.16 -3.68
H -1.04 1.83 -4.07
H -2.50 1.69 -2.87
H -2.24 1.96 -0.72
*
```

Calculated values
* SMILES: COc1nnc2nn(C)cnc1-2
* HOMO-LUMO gap: 7.260 eV

***

## iii
The following is a DFT calculation (the ωB97M-V functional and the def2-TZVPD basis) of a single C6H7N5O molecule.

Geometry as ORCA input:
```
! RIJCOSX wB97M-V def2-TZVPD def2/J DEFGRID3
* xyz 0 1
C -1.85 -0.95 2.93
C -2.21 0.08 1.92
O -0.97 0.62 1.38
C -0.50 0.00 0.30
N -1.00 -1.09 -0.16
C -0.43 -1.62 -1.25
N 0.67 -1.25 -1.90
C 1.17 -0.08 -1.47
N 2.10 0.68 -1.95
C 2.20 1.66 -0.98
N 1.34 1.65 0.00
N 0.63 0.51 -0.29
H -1.18 -0.51 3.68
H -1.47 -1.82 2.47
H -2.79 -1.25 3.44
H -2.71 0.96 2.38
H -2.81 -0.25 1.09
H -0.88 -2.55 -1.56
H 3.08 2.36 -1.08
*
```

Calculated values
* SMILES: CCOc1ncnc2ncnn12
* HOMO-LUMO gap: 10.039 eV

***

## iv
The following is a DFT calculation (the ωB97M-V functional and the def2-TZVPD basis) of a single C6H7N5O molecule.

Geometry as ORCA input:
```
! RIJCOSX wB97M-V def2-TZVPD def2/J DEFGRID3
* xyz 0 1
C -3.20 0.46 -0.39
C -3.52 -0.74 0.15
C -1.82 0.57 -0.20
C 3.51 -0.86 -0.27
C 3.29 -0.09 0.84
C 0.39 1.55 -0.12
N -2.47 -1.45 0.51
N 2.15 0.65 1.12
N 1.22 0.76 0.30
N -1.41 -0.65 0.26
N -0.90 1.51 -0.60
O 2.72 -0.91 -1.40
H -3.79 1.16 -0.80
H -4.43 -1.25 0.26
H 4.37 -1.53 -0.37
H 3.94 -0.10 1.81
H -0.65 -0.91 0.89
H -1.28 2.38 -0.92
H 1.88 -0.57 -1.06
*
```

Calculated values
* HOMO-LUMO gap: 7.442 eV

***

Which of them is the most stable, and which is the least stable? iii and ii, in that order.

***

## i
The following is a DFT calculation (the ωB97M-V functional and the def2-TZVPD basis) of a 2-piece molecular cluster, C2H3Br3Si overall.

Geometry as ORCA input:
```
! RIJCOSX wB97M-V def2-TZVPD def2/J DEFGRID3
* xyz 0 1
C 0.35 -0.19 0.61
C -0.83 0.17 1.11
Si 0.68 -0.13 -1.26
Br -2.87 1.60 0.15
Br -1.44 0.02 2.81
Br 1.67 -1.10 1.66
H 2.07 -0.72 -1.40
H 0.82 1.09 -1.87
H -0.46 -0.74 -1.81
*
```

Calculated values
* HOMO-LUMO gap (spin up / spin down): 7.191 / 7.188 eV

***

## ii
The following is a DFT calculation (the ωB97M-V functional and the def2-TZVPD basis) of C2H3Br3Si as an isolated structure.

Geometry as ORCA input:
```
! RIJCOSX wB97M-V def2-TZVPD def2/J DEFGRID3
* xyz 0 1
C 0.08 0.49 -2.00
C -0.59 0.17 -3.10
Si 0.27 0.06 -0.23
Br 1.49 2.37 -2.33
Br -0.40 0.71 -4.84
Br -2.11 -1.12 -3.01
H -1.02 0.16 0.53
H 1.49 0.69 0.37
H 0.68 -1.33 0.17
*
```

Calculated values
* HOMO-LUMO gap: 8.251 eV

***

Which of them is the most stable, and which is the least stable? ii and i, in that order.

***

## i
The following is a DFT calculation (the ωB97M-V functional and the def2-TZVPD basis) of a 2-piece molecular cluster, CH5N3 overall.

Geometry as ORCA input:
```
! RIJCOSX wB97M-V def2-TZVPD def2/J DEFGRID3
* xyz 0 1
C -0.64 -1.37 -0.95
N 0.78 1.26 0.66
N -1.16 0.01 0.93
N -0.99 -0.77 0.12
H 0.45 2.10 1.11
H 1.58 0.90 1.16
H 0.36 -1.36 -1.32
H -1.31 -2.11 -1.33
H 0.93 1.33 -0.38
*
```

Calculated values
* HOMO-LUMO gap: 9.099 eV

***

## ii
The following is a DFT calculation (the ωB97M-V functional and the def2-TZVPD basis) of a single CH5N3 molecule.

Geometry as ORCA input:
```
! RIJCOSX wB97M-V def2-TZVPD def2/J DEFGRID3
* xyz 0 1
N 1.10 -0.91 0.64
C 0.14 -0.19 0.08
N 0.07 -0.20 -1.37
N -0.83 0.56 0.71
H 0.60 -1.14 1.54
H 0.07 0.69 -1.74
H 0.88 -0.80 -1.59
H -1.40 1.12 0.11
H -0.64 0.87 1.62
*
```

Calculated values
* SMILES: N=C(N)N
* HOMO-LUMO gap: 9.937 eV

***

Which of them is the most stable, and which is the least stable? ii and i, in that order.

***

## i
The following is a DFT calculation (the ωB97M-V functional and the def2-TZVPD basis) of a single CH5N3 molecule.

Geometry as ORCA input:
```
! RIJCOSX wB97M-V def2-TZVPD def2/J DEFGRID3
* xyz 0 1
C 0.51 -0.60 -0.59
N 0.49 -0.04 0.79
N -0.04 1.23 0.96
N -0.84 0.09 1.24
H 1.45 -0.18 -1.19
H 0.71 -1.77 -0.51
H -0.42 -0.35 -1.29
H -0.28 1.52 0.03
H -1.60 0.10 0.56
*
```

Calculated values
* SMILES: Cn1[nH][nH]1
* HOMO-LUMO gap: 10.554 eV

***

## ii
The following is a DFT calculation (the ωB97M-V functional and the def2-TZVPD basis) of a 2-piece molecular cluster, CH5N3 overall.

Geometry as ORCA input:
```
! RIJCOSX wB97M-V def2-TZVPD def2/J DEFGRID3
* xyz 0 1
N 1.90 -0.82 -0.22
N 1.48 -1.82 -0.25
C -1.46 0.66 0.76
N -1.24 1.38 -0.48
H -2.23 1.10 1.29
H -1.84 -0.35 0.61
H -0.62 0.62 1.45
H -1.12 2.41 -0.28
H -0.42 1.02 -0.97
*
```

Calculated values
* SMILES: N#N.CN
* HOMO-LUMO gap: 10.632 eV

***

Which of them is the most stable, and which is the least stable? ii and i, in that order.

***

## i
The following is a DFT calculation (the ωB97M-V functional and the def2-TZVPD basis) of a single CH5N3 molecule.

Geometry as ORCA input:
```
! RIJCOSX wB97M-V def2-TZVPD def2/J DEFGRID3
* xyz 0 1
H -2.30 0.90 -0.05
N -2.00 -0.05 0.01
C -0.79 -0.29 -0.04
N 0.30 0.56 0.03
N 1.62 -0.02 -0.04
H -0.48 -1.35 0.09
H 0.24 1.57 -0.16
H 1.69 -0.88 -0.73
H 1.71 -0.45 0.90
*
```

Calculated values
* SMILES: [H]/N=C\NN
* HOMO-LUMO gap: 10.309 eV

***

## ii
The following is a DFT calculation (the ωB97M-V functional and the def2-TZVPD basis) of a single CH5N3 molecule.

Geometry as ORCA input:
```
! RIJCOSX wB97M-V def2-TZVPD def2/J DEFGRID3
* xyz 0 1
N -0.71 -1.19 0.39
C -0.10 -0.16 0.19
N -0.53 0.47 -1.01
N 1.26 0.19 0.79
H -1.65 -1.15 0.03
H -1.05 -0.10 -1.67
H 0.17 1.24 -1.56
H 1.14 1.15 1.18
H 1.47 -0.45 1.65
*
```

Calculated values
* SMILES: N=C(N)N
* HOMO-LUMO gap: 9.821 eV

***

Which of them is the most stable, and which is the least stable? ii and i, in that order.